1.
{"formula": "C17H23BN4", "method": "ωB97M-V with the def2-TZVPD basis set", "species": ["C", "C", "C", "N", "C", "C", "H", "H", "H", "H", "H", "C", "C", "C", "N", "C", "C", "H", "H", "H", "H", "H", "C", "C", "C", "N", "C", "C", "H", "H", "H", "H", "H", "C", "B", "C", "N", "H", "H", "H", "H", "H", "H", "H", "H"], "coordinates": [[1.386003, -4.448130, 2.574450], [0.401412, -3.763405, 3.270526], [0.141154, -2.445961, 2.924636], [0.788473, -1.798920, 1.957732], [1.734207, -2.464674, 1.294935], [2.065651, -3.785618, 1.566171], [1.616755, -5.478367, 2.813890], [-0.158877, -4.235620, 4.066136], [-0.624274, -1.884916, 3.450341], [2.246544, -1.942039, 0.496038], [2.837902, -4.272698, 0.985987], [2.596229, -4.376441, -4.094276], [3.827986, -3.937155, -3.635675], [3.862583, -3.107797, -2.524056], [2.772207, -2.710009, -1.872340], [1.594731, -3.137261, -2.321350], [1.454745, -3.968440, -3.423627], [2.527539, -5.023893, -4.958972], [4.747568, -4.227276, -4.125580], [4.810839, -2.746315, -2.141602], [0.721722, -2.795906, -1.775569], [0.470644, -4.282728, -3.743799], [-3.887936, 5.764118, 1.702642], [-4.160063, 7.002891, 1.144803], [-3.835864, 7.215757, -0.187516], [-3.275452, 6.291643, -0.964095], [-3.021344, 5.106780, -0.413299], [-3.304677, 4.789944, 0.908016], [-4.126149, 5.560442, 2.738927], [-4.614893, 7.794460, 1.725164], [-4.036823, 8.175264, -0.651340], [-2.565869, 4.367199, -1.063298], [-3.071537, 3.802330, 1.284227], [1.412564, 1.056953, 0.383957], [0.187873, 0.238999, -0.150108], [-1.231016, 0.362771, 0.525273], [-1.716303, 1.760992, 0.331419], [1.231609, 1.629495, 1.296923], [1.810503, 1.734563, -0.379602], [2.238973, 0.367270, 0.589773], [0.324109, -0.371975, -1.176366], [-1.194213, 0.158912, 1.598009], [-1.995738, -0.297495, 0.113254], [-2.028324, 1.897293, -0.624458], [-0.961175, 2.424964, 0.483698]], "atomic_forces_ev_per_a": [[-0.0006, 0.0205, 0.0013], [0.0030, 0.0179, 0.0041], [0.0089, -0.0330, -0.0023], [0.0469, 0.0259, -0.1780], [-0.0441, -0.1214, 0.0776], [0.0058, 0.0117, -0.0143], [-0.0023, 0.0014, 0.0002], [0.0073, -0.0026, -0.0024], [-0.0058, 0.0153, -0.0213], [-0.0141, 0.0416, -0.0164], [-0.0096, -0.0050, -0.0003], [0.0038, 0.0068, 0.0085], [0.0064, 0.0049, 0.0058], [-0.0480, -0.0376, -0.0593], [0.0633, 0.0236, 0.0660], [0.0180, -0.0232, -0.0342], [-0.0100, 0.0100, 0.0062], [0.0003, 0.0001, 0.0015], [-0.0059, -0.0018, -0.0025], [-0.0086, 0.0111, 0.0145], [0.0056, 0.0077, 0.0182], [0.0054, -0.0021, -0.0031], [0.0090, -0.0093, 0.0004], [0.0014, 0.0121, -0.0098], [0.0001, -0.0328, 0.0379], [0.0051, 0.0087, -0.0229], [-0.0136, 0.0152, 0.0381], [-0.0059, 0.0030, -0.0035], [-0.0021, 0.0011, -0.0023], [0.0011, -0.0048, 0.0019], [0.0063, -0.0040, -0.0168], [-0.0005, 0.0087, -0.0133], [-0.0115, -0.0045, -0.0094], [0.0785, 0.0473, -0.0044], [0.0205, -0.0065, 0.1575], [-0.0999, 0.0815, 0.0055], [0.0341, 0.0898, -0.0673], [-0.0411, -0.0312, -0.0101], [-0.0615, -0.0121, -0.0223], [-0.0579, -0.0081, -0.0130], [0.0034, -0.0381, 0.0538], [0.0618, 0.0540, -0.0063], [0.0446, -0.0344, -0.0060], [0.0564, -0.0441, 0.0284], [-0.0541, -0.0635, 0.0139]], "e_lumo_ev": 0.70, "homo_lumo_gap_ev": 9.5, "de_lowest_kj_mol": 0.0, "fmax_ev_per_a": 0.186, "smiles": "c1ccncc1.c1ccncc1.c1ccncc1.CBCN", "energy_ha": -905.41837}

2.
{"formula": "C17H23FeN2O4", "method": "ωB97M-V with the def2-TZVPD basis set", "species": ["O", "C", "Fe", "C", "O", "C", "O", "C", "C", "C", "C", "C", "C", "H", "H", "H", "H", "H", "H", "H", "C", "C", "C", "N", "C", "C", "C", "C", "C", "N", "O", "H", "H", "H", "H", "H", "H", "H", "H", "H", "H", "H", "H", "H", "H", "H", "H"], "coordinates": [[-1.942821, 2.826986, -2.419734], [-1.780938, 1.813903, -2.959534], [-1.661731, 0.338597, -3.856141], [-3.228039, -0.213059, -3.268099], [-4.229055, -0.637293, -2.860631], [-2.456717, 1.093859, -5.244303], [-2.913299, 1.605946, -6.168900], [-0.351247, -0.640800, -2.479137], [0.658235, 0.344390, -2.927195], [0.363541, 0.593251, -4.366932], [-0.171573, -0.380768, -5.224496], [-0.852112, -1.497014, -4.717765], [-0.905242, -1.616751, -3.320289], [-0.511640, -0.697184, -1.381164], [0.536069, 1.298743, -2.336824], [1.702034, 0.065719, -2.707380], [0.791356, 1.522458, -4.799216], [-0.134449, -0.216928, -6.311203], [-1.384059, -2.197152, -5.377592], [-1.452095, -2.460355, -2.873348], [-3.280402, 0.588420, 4.460881], [-1.817322, 0.420324, 4.106622], [-1.538903, -0.743769, 3.161565], [-0.095978, -0.975272, 2.931584], [0.533000, -0.533853, 1.824854], [2.089809, -0.722228, 1.867172], [2.758381, -0.192725, 3.161492], [4.116751, 0.342727, 2.679660], [3.902719, 0.645626, 1.171989], [2.691754, -0.037761, 0.826808], [-0.039077, -0.030389, 0.864178], [-3.383929, 1.458515, 5.108399], [-3.893390, 0.755437, 3.572046], [-3.668959, -0.280167, 4.998295], [-1.454485, 1.330487, 3.614475], [-1.235069, 0.270418, 5.022803], [-1.950350, -1.673913, 3.577865], [-1.978203, -0.547105, 2.177200], [0.441727, -1.375735, 3.695478], [2.202998, -1.826323, 1.807056], [2.190924, 0.653260, 3.584999], [2.859274, -0.987493, 3.907389], [4.463391, 1.220827, 3.237386], [4.865246, -0.459498, 2.747823], [3.796648, 1.741372, 1.064525], [4.774164, 0.357498, 0.553508], [2.573064, -0.345229, -0.126171]], "atomic_forces_ev_per_a": [[0.1463, -1.5725, -0.8397], [-0.2896, 5.1053, 3.0588], [1.4613, -0.0996, 0.3896], [-6.2942, -3.0047, 2.5456], [2.2065, 1.1283, -0.8725], [-2.4449, 2.5040, -5.4113], [0.6533, -0.7135, 1.5488], [0.0463, -2.2533, 2.2489], [-0.2075, 1.1900, 0.5811], [2.0026, 0.7610, -2.2410], [1.3623, 0.5849, -0.4683], [0.4576, -1.9077, -0.8145], [0.7412, -0.7345, 1.0665], [0.0082, -0.2194, -0.9446], [0.0825, -0.6903, -0.4880], [0.1628, -0.3692, -0.2907], [-0.3185, -0.8626, 0.1270], [-0.2281, 0.1129, 0.5926], [0.4677, 0.3748, 0.4288], [0.0182, 0.6451, -0.1898], [-0.1270, -0.0177, -0.0009], [0.5628, 0.0352, -0.2127], [-0.0946, -0.2518, -0.1161], [0.2467, 0.0757, 0.1423], [-1.6123, 0.4193, -0.5126], [-0.9764, -0.2349, 1.7251], [-0.0091, 0.5684, -0.0937], [0.2957, -0.7091, -0.3521], [0.6833, 0.8657, 1.1117], [1.6293, -0.4183, -0.7029], [1.1517, -0.5223, 0.8699], [-0.1269, -0.0340, -0.0013], [0.0203, -0.0440, 0.0632], [0.0005, 0.0467, -0.0726], [0.0512, -0.0286, 0.1858], [0.0085, 0.1041, -0.0466], [0.0514, 0.1853, -0.2323], [0.0245, -0.2081, 0.2546], [-0.1681, 0.1986, -0.3071], [0.1658, 0.2884, -0.4663], [-0.0767, -0.5262, -0.1360], [-0.0496, 0.2874, -0.0979], [-0.0970, -0.3438, -0.1932], [-0.0558, 0.3524, 0.1311], [-0.2628, -0.2566, -0.3971], [-0.6581, -0.0162, -0.0703], [-0.6112, 0.2056, -0.4989]], "s_squared": 6.1083, "e_lumo_ev": [-2.95, -7.56], "charge": 1, "homo_lumo_gap_ev": [4.8, 2.4], "de_lowest_kj_mol": 17.0, "fmax_ev_per_a": 7.425, "energy_ha": -2335.30368, "spin_multiplicity": 5}